(1)
Computed, not measured: the ion C7H10F3N4O with charge +1 in a non-equilibrium geometry, with wB97M-V/def2-TZVPD.

The geometry in XYZ format:
```
25
Properties=species:S:1:pos:R:3:forces:R:3
O -2.387230 -3.039134 1.087360 -1.1 -1.9 0.4
C -1.814396 -2.038029 0.873659 0.7 1.2 -0.4
C -0.633994 -2.098521 -0.124071 0.7 0.2 0.7
N 0.075896 -0.806561 -0.317975 -1.0 -0.8 -0.8
C 0.057923 -0.206490 -1.661228 -0.1 0.7 -0.2
C -0.320402 1.306542 -1.722071 0.2 -0.9 -0.4
C -1.468279 1.729596 -0.791838 0.4 1.4 -1.7
F -2.294636 0.750479 -0.455996 0.2 -0.4 0.6
F -0.992389 2.391764 0.276606 -0.2 -0.6 0.6
F -2.217521 2.627956 -1.458116 -0.1 0.1 0.1
C 0.707385 -0.328380 0.728268 1.0 0.8 0.9
N 0.767709 -0.871964 1.957741 -0.8 -1.7 0.7
C 1.524657 -0.126011 2.747948 -0.8 -0.1 -2.1
N 1.926973 0.896823 2.010954 1.8 1.5 2.1
N 1.450375 0.807587 0.770966 -0.2 0.0 -1.1
H -2.157429 -1.114588 1.390820 0.6 0.2 -0.4
H -0.974579 -2.524452 -1.077364 0.1 0.4 0.3
H 0.112089 -2.799167 0.293473 -0.5 0.1 -0.1
H 1.026088 -0.357039 -2.169315 -0.3 0.1 0.2
H -0.689507 -0.746316 -2.259169 0.3 0.0 0.5
H 0.572950 1.944077 -1.617104 -0.6 0.0 0.3
H -0.673139 1.494783 -2.750292 0.1 -0.1 0.4
H 1.798438 -0.285004 3.786367 -0.2 0.0 -0.3
H 2.524504 1.657003 2.315493 -0.1 0.0 -0.3
H 1.695198 1.503210 0.080601 -0.1 -0.1 0.1
```
Positions in Å, forces in eV/Å.

SMILES ... O=CCN(CCC(F)(F)F)c1nc[nH][nH+]1
DFT total energy ... -23574.2300 eV
Gap between HOMO and LUMO ... 9.59 eV
Charge ... +1

---

(2)
Computed, not measured: a structure of composition C7H10F5N2STc in a non-equilibrium geometry, with wB97M-V/def2-TZVPD.

The geometry in XYZ format:
```
26
Properties=species:S:1:pos:R:3:forces:R:3
C -0.136970 -2.243324 2.401460 1.2 0.0 0.4
Tc 0.651999 1.421147 -0.618566 0.2 -1.1 1.9
N -0.225608 2.133623 -2.372911 -0.6 0.5 -0.5
N 0.732501 -0.979206 -1.492703 0.0 -0.8 -0.9
H 0.556621 2.749064 -2.706034 -1.2 -0.5 -0.2
H -1.203724 -2.238506 2.238571 -0.3 0.1 -1.7
H -0.367232 -1.936480 3.512360 2.1 -0.7 -1.6
H 0.549270 -1.498598 1.763090 -2.0 -1.2 1.7
H 0.295380 -3.299073 2.154985 -0.9 1.9 1.2
H 1.520131 -1.072046 -2.152768 -0.2 0.1 0.5
H -0.041618 -1.399236 -2.052154 0.4 0.7 0.6
H 0.901654 -1.715496 -0.788728 0.0 0.6 -0.1
H -0.413855 1.365219 -3.070194 0.1 1.4 0.8
H -1.084423 2.714457 -2.172561 1.2 -0.8 -0.8
F 2.894250 2.045302 5.916630 -1.1 -0.4 -1.4
C 2.063259 1.888129 4.844698 1.5 1.0 0.2
C 2.493261 2.340213 3.578624 -0.5 -0.3 0.6
F 3.713489 2.854701 3.404082 -0.6 -0.3 0.1
C 1.586250 2.253066 2.518170 1.1 -0.1 0.7
F 2.097784 2.510604 1.265014 -0.3 0.0 0.2
C 0.289274 1.805710 2.649716 -0.2 -0.7 0.6
S -0.743338 1.959975 1.188241 -0.3 -0.4 -0.3
C -0.092730 1.262544 3.936912 0.1 0.1 -1.5
F -1.254771 0.572705 4.073743 1.0 1.0 -0.1
C 0.800890 1.344224 5.007326 -1.0 -0.6 0.9
F 0.432186 0.879462 6.236984 0.4 0.5 -1.5
```
Positions in Å, forces in eV/Å.

2S+1 ... 4
DFT total energy ... -37012.4872 eV
Gap between HOMO and LUMO (spin up / spin down) ... 6.72 / 7.30 eV
Charge ... +1

---

(3)
Computed, not measured: a structure of composition C7H10FN in a non-equilibrium geometry, with wB97M-V/def2-TZVPD.

The geometry in XYZ format:
```
19
Properties=species:S:1:pos:R:3:forces:R:3
C -0.011085 -2.199648 0.924734 -0.2 -1.7 -0.9
C -1.024332 -1.475749 1.356914 -0.5 2.7 1.3
C 1.369346 -1.830504 0.569849 -2.3 1.7 0.8
C -0.670161 0.020466 1.657056 4.1 -0.9 -1.2
C 0.857590 0.445440 0.423476 -4.6 -1.0 1.4
C -0.875393 1.768133 -0.964060 0.4 -3.8 1.8
C 0.292329 0.736830 -0.934799 0.6 2.8 -1.3
N 1.723625 -0.643529 0.360494 2.2 0.9 0.4
F 1.335279 1.600697 0.976229 0.7 -0.6 0.0
H -0.191568 -3.235463 0.734884 -0.2 -0.8 0.2
H -1.980534 -1.903994 1.774719 1.1 0.3 -0.9
H 2.064279 -2.614655 0.610959 1.2 -0.9 -0.4
H -1.307206 0.907289 1.463712 0.2 -1.1 0.8
H -0.007198 -0.084786 2.612645 -1.7 1.1 -1.3
H -1.699547 1.123349 -0.593414 -0.2 1.3 -0.1
H -1.080858 2.117907 -1.910899 -0.4 0.6 -2.1
H -0.581502 2.551773 -0.346408 -0.1 1.5 1.3
H 1.071238 1.227831 -1.585760 -0.1 -0.9 0.7
H -0.037337 -0.140256 -1.413448 -0.2 -1.3 -0.5
```
Positions in Å, forces in eV/Å.

DFT total energy ... -11625.5542 eV
Gap between HOMO and LUMO ... 8.74 eV

---

(4)
Computed, not measured: the molecule C7H10FN3O2 in a non-equilibrium geometry, with wB97M-V/def2-TZVPD.

The geometry in XYZ format:
```
23
Properties=species:S:1:pos:R:3:forces:R:3
H 1.565296 -2.004187 -0.535670 0.2 -0.7 -0.1
N 1.328375 -1.028572 -0.498514 1.6 0.3 0.8
C 1.916034 -0.466413 0.469734 -2.2 -0.3 -1.0
F 2.664157 -1.133208 1.386700 -0.1 0.4 -0.5
C 1.590406 0.957644 0.872222 -0.3 -3.0 0.1
C 0.960059 1.787586 -0.148141 -2.0 -1.3 -1.3
C -0.001733 1.537312 -1.056688 1.3 -4.0 2.4
C -0.719527 0.229000 -1.341754 -0.3 0.2 0.9
O -0.658138 -0.140583 -2.620168 1.2 1.8 -0.6
N -1.368402 -0.411959 -0.447556 -0.8 0.9 -1.3
C -2.189714 -1.537143 -0.841643 0.6 -0.1 -3.1
C 0.733899 0.802218 2.210055 1.8 1.7 -2.3
N -0.424054 0.249071 1.926065 -0.5 0.5 4.9
O 1.206686 1.345032 3.166488 -0.5 -0.1 1.8
H 2.547300 1.261111 1.115245 1.7 1.7 1.1
H 1.226951 2.782400 -0.202945 1.1 2.0 0.3
H -0.160450 2.275526 -1.714593 -1.0 2.6 -2.4
H -1.290176 -0.790424 -2.851140 -1.1 -1.2 -0.1
H -1.605806 -2.367213 -1.429832 -1.1 1.6 0.3
H -2.386753 -2.025348 0.007008 -0.8 -2.0 3.5
H -3.265408 -1.329389 -1.218064 2.0 0.1 -0.2
H -0.575062 -0.124180 1.050048 -1.1 -1.1 -2.4
H -1.093941 0.131719 2.703144 0.5 0.0 -1.0
```
Positions in Å, forces in eV/Å.

SMILES ... [H]/N=C(\F)[C@@H](/C=C\C(O)=N\C)C(N)=O
DFT total energy ... -18701.9380 eV
Gap between HOMO and LUMO ... 9.80 eV

---

(5)
Computed, not measured: a structure of composition C7H10FNNd in a non-equilibrium geometry, with wB97M-V/def2-TZVPD.

The geometry in XYZ format:
```
20
Properties=species:S:1:pos:R:3:forces:R:3
C -0.436720 1.075462 -1.363526 0.6 0.8 0.3
C 0.972632 1.221014 -1.132138 -0.8 0.6 0.1
C 1.152096 2.192111 -0.093197 -0.6 -0.2 -0.5
C -0.141783 2.640052 0.317449 0.2 -0.1 -0.4
C -1.122320 1.950208 -0.459946 0.6 -0.1 -0.4
Nd -0.078988 -0.091772 1.137174 0.1 2.1 0.7
N -1.595644 -1.478807 0.491000 0.6 0.2 0.3
C -0.296365 -2.340575 0.188336 -2.5 -3.7 -1.1
C 1.137821 -1.869639 0.149986 0.7 0.4 -0.1
H 2.112551 2.574096 0.262876 -0.4 -0.2 0.0
H 1.767333 0.721712 -1.687222 -0.3 0.1 0.3
H -0.340737 3.427254 1.055019 0.1 -0.5 -0.3
H -2.206343 2.090191 -0.408456 0.5 -0.1 0.0
H -0.898581 0.430210 -2.112418 0.1 0.2 0.4
H 1.488183 -1.791991 -0.888534 0.0 0.0 0.4
H -0.352230 -3.178636 0.927056 0.0 0.3 -0.6
H -2.447207 -2.048511 0.453072 0.9 0.0 -0.2
H 1.769719 -2.561889 0.726441 -0.2 0.3 -0.2
H -0.537635 -2.729382 -0.826358 0.1 -0.2 0.7
F 0.054220 -0.231108 3.263387 0.1 0.1 0.5
```
Positions in Å, forces in eV/Å.

2S+1 ... 4
DFT total energy ... -26906.5486 eV
Gap between HOMO and LUMO (spin up / spin down) ... 6.70 / 6.79 eV
Charge ... -1

---

(6)
Computed, not measured: the molecule C7H10FNOS in a non-equilibrium geometry, with wB97M-V/def2-TZVPD.

The geometry in XYZ format:
```
21
Properties=species:S:1:pos:R:3:forces:R:3
C -3.205930 -1.778610 -1.138932 -4.1 0.1 -0.5
C -0.418682 2.527026 0.952294 -1.4 -2.5 0.8
C -2.068326 -1.420656 -0.688458 5.6 -1.3 1.6
C -0.002546 1.813931 -0.085374 1.9 1.2 -0.5
C -1.564149 -0.151592 -0.231465 -4.5 1.9 1.6
C -0.463610 0.503028 -0.424085 2.6 -1.8 -1.2
C 3.000828 -0.220657 0.743418 1.2 -0.5 1.2
N 1.643512 -0.631764 0.586683 -1.7 0.1 -0.4
O 1.928847 0.365766 -1.636383 0.1 0.0 -1.4
F 1.381377 -1.941655 1.045127 0.6 -0.1 0.2
S 0.980942 -0.605850 -1.073128 0.0 2.0 1.7
H -3.228320 -2.820523 -1.353374 -0.8 -0.6 -0.4
H -4.162747 -1.156134 -1.184331 1.6 -0.8 -0.2
H 0.078606 3.383057 1.279285 0.4 1.5 0.3
H -1.172319 2.044279 1.641390 0.7 0.9 -0.8
H -1.272019 -2.251513 -0.543336 -1.3 1.1 -0.7
H 0.906733 2.166000 -0.689925 -1.5 -0.5 0.8
H -2.395354 0.408523 0.346844 1.2 -0.4 -1.0
H 3.712297 -1.072706 0.561394 -0.4 0.9 0.0
H 3.180231 0.656008 0.110093 -0.1 -0.6 -0.2
H 3.140624 0.184040 1.782270 -0.2 -0.7 -0.7
```
Positions in Å, forces in eV/Å.

DFT total energy ... -24505.1806 eV
Gap between HOMO and LUMO ... 9.26 eV

---

(7)
Computed, not measured: the molecule C7H10INO2 in a non-equilibrium geometry, with wB97M-V/def2-TZVPD.

The geometry in XYZ format:
```
21
Properties=species:S:1:pos:R:3:forces:R:3
C 2.019686 -0.959729 -0.279679 0.2 -2.7 -0.1
C 0.532097 -1.006883 -0.602035 0.0 -1.0 1.9
C -0.250843 0.013287 0.356310 0.3 -0.8 -1.6
C -0.364404 -0.480199 1.820894 1.3 -0.8 -1.1
C 0.300890 1.421588 0.188035 2.0 0.1 -3.0
C -0.745196 2.214492 -0.595453 0.9 -1.4 0.6
O -0.684794 3.384140 -0.784185 -0.5 0.9 -0.4
N -1.716953 1.296098 -1.042507 -0.3 -0.3 0.3
C -1.492648 0.177523 -0.451631 -3.8 -0.5 -2.0
O -2.426918 -0.899729 -0.766507 3.1 1.6 1.9
I -3.522791 -0.732928 -2.380248 -0.2 0.2 -0.3
H 2.555871 -1.822053 -0.831786 -0.7 1.5 0.8
H 2.121944 -1.178478 0.827165 0.2 0.5 -1.3
H 2.434540 -0.032474 -0.565254 0.9 0.8 -0.1
H 0.247514 -1.927237 -0.093318 -0.4 -0.5 -0.8
H 0.234162 -1.086572 -1.681345 0.3 0.6 1.1
H -1.190051 0.065622 2.279355 0.4 -0.1 0.4
H 0.677884 -0.248412 2.248389 -1.9 -0.5 0.0
H -0.571618 -1.607709 1.823504 0.3 1.7 0.2
H 1.294013 1.454208 -0.517744 -2.4 -0.1 1.8
H 0.547615 1.955447 1.048040 0.5 0.7 1.6
```
Positions in Å, forces in eV/Å.

SMILES ... CC[C@@]1(C)CC(=O)N=C1OI
DFT total energy ... -21104.8300 eV
Gap between HOMO and LUMO ... 8.76 eV

---

(8)
Computed, not measured: the ion C7H10N with charge +1 in a non-equilibrium geometry, with wB97M-V/def2-TZVPD.

The geometry in XYZ format:
```
18
Properties=species:S:1:pos:R:3:forces:R:3
C -1.929343 -0.382321 -0.670574 -1.7 1.7 -1.6
C -2.924038 -1.212932 -0.907909 2.5 0.9 1.0
C -1.640582 1.125377 -0.810093 -0.5 0.3 1.9
C -0.432856 0.184454 1.408080 2.0 2.1 2.8
C 0.564505 -0.119682 0.325063 1.1 -0.1 -0.9
C 1.590986 0.693560 -0.363683 3.1 0.2 -1.4
C 0.907906 -1.551857 0.157802 1.7 -1.1 -0.2
N -0.800080 0.227452 0.054103 -3.8 -2.1 -1.3
H -1.038705 1.605898 -1.552967 0.1 -0.3 -0.9
H -2.265488 1.892296 -0.228679 0.8 -1.5 -0.7
H -0.525594 -0.678414 2.067623 -1.0 0.1 -0.5
H -0.496753 1.187325 1.926464 0.3 -1.3 -0.7
H 2.656518 0.245261 -0.135784 -2.1 1.1 0.0
H 1.579279 1.736937 -0.075417 0.1 0.2 -0.1
H 1.626874 0.611521 -1.535684 -0.8 0.1 2.2
H 1.253284 -1.657760 -0.952171 -0.5 -0.4 2.1
H 0.044258 -2.215882 0.388341 0.9 0.2 -0.1
H 1.829830 -1.691234 0.905485 -2.1 -0.3 -1.8
```
Positions in Å, forces in eV/Å.

2S+1 ... 3
DFT total energy ... -8894.4994 eV
Gap between HOMO and LUMO (spin up / spin down) ... 10.17 / 7.70 eV
Charge ... +1